Run A
This record from the OMol25 dataset describes a 2-piece molecular cluster, C5H11NO2 overall. The level of theory is ωB97M-V with the def2-TZVPD basis set.

Structure (XYZ):
```
19
C5H11NO2 (ωB97M-V with the def2-TZVPD basis set)
O -1.58 -2.07 1.73
O 2.74 -1.42 -1.22
N -0.52 -0.13 2.11
C -0.04 1.39 -0.98
C -0.23 -0.09 -0.96
C -1.12 -1.02 1.26
C 0.71 2.08 -0.14
C -1.45 -0.53 -0.13
H -0.61 2.00 -1.68
H 0.68 -0.57 -0.55
H -0.29 -0.54 -1.95
H -2.04 -1.28 -0.64
H 2.81 -1.70 -0.33
H 0.62 3.16 -0.19
H -0.29 0.76 1.70
H 1.88 -1.70 -1.52
H -0.71 -0.33 3.07
H -2.14 0.31 0.04
H 1.57 1.69 0.39
```

## Properties
Kohn-Sham gap, Ha: 0.387
Multiplicity: 1
Highest occupied orbital energy, Ha: -0.3589

=====

Run B
This record from the OMol25 dataset describes C5H11NO2 as an isolated structure. The level of theory is ωB97M-V with the def2-TZVPD basis set.

Structure (XYZ):
```
19
C5H11NO2 (ωB97M-V with the def2-TZVPD basis set)
O -1.54 0.04 -0.72
O 0.21 -1.52 0.10
N 0.93 1.67 0.27
C 0.45 0.98 -0.98
C -0.30 -0.20 -0.20
C 0.08 0.67 1.00
C -2.48 -0.46 0.14
C 1.73 -1.41 -0.15
H -1.03 0.83 1.60
H 0.61 2.76 0.28
H 1.65 0.86 -1.44
H -3.47 -0.48 -0.60
H 2.41 -0.79 0.81
H 0.01 1.51 -1.79
H 0.67 0.06 1.69
H 2.13 -0.78 -1.14
H 2.32 -2.40 -0.23
H -1.64 -1.42 0.25
H -2.73 0.08 1.08
```

## Properties
Kohn-Sham gap, Ha: 0.360
Multiplicity: 1
Highest occupied orbital energy, Ha: -0.3265

=====

Run C
This record from the OMol25 dataset describes C5H11NO2 as an isolated structure. The level of theory is ωB97M-V with the def2-TZVPD basis set.

Structure (XYZ):
```
19
C5H11NO2 (ωB97M-V with the def2-TZVPD basis set)
O -2.06 -1.62 0.71
O 0.46 -1.92 0.62
N 0.64 -0.67 -1.41
C -1.30 1.24 -0.27
C 2.08 1.33 0.11
C 0.43 -0.74 0.04
C 1.41 0.39 0.77
C -0.59 0.20 0.52
H -2.36 0.99 -0.25
H -1.20 2.22 0.21
H 1.64 0.11 1.79
H -2.45 -2.04 -0.06
H 1.51 -1.16 -1.61
H 1.84 1.56 -0.92
H -0.94 1.29 -1.29
H -0.81 0.13 1.58
H -1.11 -2.01 0.79
H 2.91 1.86 0.56
H -0.12 -1.14 -1.88
```

## Properties
Kohn-Sham gap, Ha: 0.300
Multiplicity: 1
Highest occupied orbital energy, Ha: -0.3189

=====

Run D
This record from the OMol25 dataset describes C5H11NO2 as an isolated structure. The level of theory is ωB97M-V with the def2-TZVPD basis set.

Structure (XYZ):
```
19
C5H11NO2 (ωB97M-V with the def2-TZVPD basis set)
O -2.21 0.80 -0.58
O -0.20 1.24 -2.30
N -0.18 0.35 0.84
C 2.09 0.26 0.82
C 1.49 -1.03 1.03
C -0.88 -1.82 0.24
C 1.06 1.20 0.74
C 0.18 -0.92 0.67
H 3.11 0.35 0.65
H -1.44 -1.43 -0.58
H -1.11 0.60 0.44
H 1.10 2.27 1.06
H -1.11 1.40 -1.86
H -0.57 -2.90 -0.15
H 1.65 0.76 -0.25
H -3.09 1.08 -0.39
H 2.05 -1.79 1.70
H -1.58 -1.94 1.11
H -0.36 1.54 -3.21
```

## Properties
Kohn-Sham gap, Ha: 0.305
Multiplicity: 1
Highest occupied orbital energy, Ha: -0.2953

=====

So which one is most stable? That would be run A, about 264.6 kJ/mol below the next structure.

=====

Run A
This record from the OMol25 dataset describes the molecule C5H11NO2. The level of theory is ωB97M-V with the def2-TZVPD basis set.

Structure (XYZ):
```
19
C5H11NO2 (ωB97M-V with the def2-TZVPD basis set)
O 2.08 0.66 0.33
O -0.51 2.51 -0.65
N -1.27 -0.34 -0.29
C 1.39 -1.38 -0.68
C -2.34 -0.34 0.54
C 1.11 0.05 -0.59
C -0.11 0.46 0.23
C -0.20 1.93 0.38
H 2.23 -1.68 -1.34
H -1.36 -0.37 -1.28
H -1.99 -0.80 1.43
H 3.03 0.74 0.08
H 1.53 -1.72 0.32
H -2.73 0.57 1.10
H 1.34 0.53 -1.52
H 0.02 -0.01 1.32
H -3.00 -1.16 0.31
H 0.47 -1.93 -0.98
H 0.32 2.28 1.29
```

## Properties
Kohn-Sham gap, Ha: 0.345
Multiplicity: 1
Highest occupied orbital energy, Ha: -0.3148

=====

Run B
This record from the OMol25 dataset describes a 3-piece molecular cluster, C5H11NO2 overall. The level of theory is ωB97M-V with the def2-TZVPD basis set.

Structure (XYZ):
```
19
C5H11NO2 (ωB97M-V with the def2-TZVPD basis set)
O 2.12 2.64 -0.13
O -1.86 -2.77 -1.76
N -1.27 0.28 -1.71
C 2.75 1.58 0.48
C 1.99 0.63 1.20
C -0.48 0.31 0.62
C 0.58 0.72 1.60
C -0.22 0.45 -0.71
H 0.71 0.79 -1.26
H 3.77 1.32 0.18
H -1.81 -3.68 -1.17
H -1.14 -0.07 -2.60
H -2.73 -1.41 0.22
H 2.59 -0.06 1.81
H 0.20 1.65 2.14
H -1.36 -0.13 1.04
H -2.12 -0.11 -1.40
H -2.22 -2.14 -0.97
H 0.50 0.01 2.43
```

## Properties
Kohn-Sham gap, Ha: 0.106
Multiplicity: 1
Highest occupied orbital energy, Ha: -0.2874

=====

Run C
This record from the OMol25 dataset describes a 2-piece molecular cluster, C5H11NO2 overall. The level of theory is ωB97M-V with the def2-TZVPD basis set.

Structure (XYZ):
```
19
C5H11NO2 (ωB97M-V with the def2-TZVPD basis set)
O 1.06 1.34 -0.18
O 1.61 -0.12 -1.88
N -0.08 -1.27 0.02
C -1.39 -0.78 0.05
C -2.06 -0.51 1.18
C -1.58 -0.78 2.57
C 1.48 1.19 -1.46
C 2.09 2.18 -2.12
H 0.78 0.46 0.17
H 2.15 -0.16 -2.67
H -0.76 -1.50 2.62
H 0.32 -1.56 0.90
H 0.16 -1.77 -0.83
H -1.22 0.14 3.04
H -2.38 -1.18 3.18
H 2.67 1.99 -3.01
H -1.85 -0.62 -0.92
H -3.10 -0.22 1.10
H 2.09 3.18 -1.74
```

## Properties
Kohn-Sham gap, Ha: 0.327
Multiplicity: 1
Highest occupied orbital energy, Ha: -0.3029

=====

Run D
This record from the OMol25 dataset describes the molecule C5H11NO2. The level of theory is ωB97M-V with the def2-TZVPD basis set.

Structure (XYZ):
```
19
C5H11NO2 (ωB97M-V with the def2-TZVPD basis set)
O 1.42 -0.23 -0.56
O -0.12 1.32 -0.03
N -1.49 -1.24 0.27
C -0.37 -0.78 1.07
C 0.19 -0.05 -0.13
C 2.48 0.15 0.22
C -0.76 -0.97 -1.04
C -1.49 1.64 0.03
H 2.34 0.37 1.28
H 0.38 -1.56 1.37
H -0.59 -0.18 1.92
H -1.56 2.42 0.84
H 3.10 -0.69 0.18
H 3.05 0.99 -0.16
H -1.58 2.23 -0.89
H -0.01 -1.68 -1.36
H -1.43 -0.44 -1.73
H -2.03 0.77 0.16
H -1.90 -2.21 0.41
```

## Properties
Kohn-Sham gap, Ha: 0.370
Multiplicity: 1
Highest occupied orbital energy, Ha: -0.3332

=====

So which one is most stable? That would be run C, about 131.0 kJ/mol below the next structure.

=====

Run A
This record from the OMol25 dataset describes the molecule C5H11NO2. The level of theory is ωB97M-V with the def2-TZVPD basis set.

Structure (XYZ):
```
19
C5H11NO2 (ωB97M-V with the def2-TZVPD basis set)
O 0.60 2.00 0.19
O -0.04 -0.61 -2.91
N -0.58 0.14 0.73
C 0.41 1.53 2.49
C 0.16 1.25 1.02
C 0.00 -2.03 -0.40
C -0.56 -0.59 -0.55
C 0.07 0.12 -1.71
H -0.77 -2.76 -0.21
H -0.31 2.28 2.82
H 0.50 -2.29 -1.34
H -0.16 -0.02 -3.63
H 1.13 0.29 -1.50
H -1.62 -0.74 -0.76
H 0.18 0.78 3.25
H 0.80 -1.96 0.34
H 1.42 1.92 2.54
H -0.31 1.14 -1.83
H -0.92 -0.46 1.46
```

## Properties
Kohn-Sham gap, Ha: 0.381
Multiplicity: 1
Highest occupied orbital energy, Ha: -0.3499

=====

Run B
This record from the OMol25 dataset describes the molecule C5H11NO2. The level of theory is ωB97M-V with the def2-TZVPD basis set.

Structure (XYZ):
```
19
C5H11NO2 (ωB97M-V with the def2-TZVPD basis set)
O -2.88 -0.76 -0.69
O -2.56 1.35 -0.04
N 0.14 -0.70 -0.74
C 2.05 1.01 -0.74
C 1.61 -0.45 -0.72
C -0.70 -0.82 1.65
C -0.70 -0.04 0.32
C -2.08 0.03 -0.30
H -0.37 -1.85 1.54
H -2.96 1.76 -0.81
H -0.12 -0.23 2.35
H 2.05 -0.93 0.17
H 2.97 1.10 -0.15
H 2.02 -0.93 -1.61
H -0.12 -1.67 -0.63
H -1.70 -0.86 2.10
H -0.29 0.94 0.42
H 1.40 1.78 -0.34
H 2.26 1.28 -1.78
```

## Properties
Kohn-Sham gap, Ha: 0.361
Multiplicity: 1
Highest occupied orbital energy, Ha: -0.3305

=====

So which one is most stable? That would be run A, about 52.1 kJ/mol below the next structure.